ORCA calculation (the ωB97M-V functional and the def2-TZVPD basis) on a 2-piece molecular cluster, C4H11NO2 overall in a non-equilibrium geometry.

Structure (SMILES)   CCNC(C)=O.O
HOMO   -0.3580 hartree
Net charge   0
Gap between HOMO and LUMO   10.495 eV
LUMO level   0.75 eV

Last columns: bonded neighbours and bond lengths (Å).
Positions of all 18 atoms, in Å:
1 C 1.05 -1.63 2.08  C2 1.514, H7 1.089, H8 1.084, H9 1.093
2 C 0.44 -0.36 1.53  C1 1.514, N3 1.411, O6 1.196
3 N -0.29 -0.42 0.33  C2 1.411, C4 1.490, H10 1.021
4 C 0.45 -0.02 -0.90  N3 1.490, C5 1.526, H11 1.099, H12 1.091
5 C 1.16 -1.17 -1.62  C4 1.526, H13 1.091, H14 1.092, H15 1.095
6 O 0.50 0.66 2.16  C2 1.196
7 H 1.74 -1.28 2.86  C1 1.089
8 H 0.31 -2.29 2.51  C1 1.084
9 H 1.62 -2.26 1.39  C1 1.093
10 H -0.60 -1.34 0.02  N3 1.021
11 H 1.14 0.76 -0.57  C4 1.099
12 H -0.17 0.54 -1.60  C4 1.091
13 H 1.66 -0.80 -2.51  C5 1.091
14 H 0.48 -2.00 -1.81  C5 1.092
15 H 1.99 -1.57 -1.01  C5 1.095
16 H -3.14 4.19 -0.68  O18 0.947
17 H -4.57 4.22 -1.08  O18 0.967
18 O -3.77 4.76 -1.10  H16 0.947, H17 0.967



ORCA calculation (the ωB97M-V functional and the def2-TZVPD basis) on the molecule C4H11NO2 in a non-equilibrium geometry.

Structure (SMILES)   C[C@@H](O)CNCO
HOMO   -0.3297 hartree
Net charge   0
Gap between HOMO and LUMO   9.802 eV
LUMO level   0.83 eV

Last columns: bonded neighbours and bond lengths (Å).
Positions of all 18 atoms, in Å:
1 C -0.78 -0.31 -0.19  C2 1.600, N5 1.477, H8 1.208, H9 1.225
2 C 0.40 -1.37 -0.39  C1 1.600, C3 1.558, O4 1.411, H10 1.115
3 C 0.43 -1.98 -1.82  C2 1.558, H11 1.107, H12 1.191, H13 1.080
4 O 1.55 -0.59 -0.12  C2 1.411, H14 0.922
5 N -0.59 1.14 -0.38  C1 1.477, C6 1.537, H15 0.961
6 C -0.08 1.71 0.95  N5 1.537, O7 1.431, H16 1.101, H17 1.064
7 O -0.96 1.42 2.04  C6 1.431, H18 1.027
8 H -1.38 -0.55 0.83  C1 1.208
9 H -1.70 -0.61 -0.94  C1 1.225
10 H 0.29 -1.96 0.55  C2 1.115
11 H -0.50 -2.53 -2.08  C3 1.107
12 H 1.49 -2.52 -1.89  C3 1.191
13 H 0.60 -1.30 -2.64  C3 1.080
14 H 1.89 -0.18 -0.88  O4 0.922
15 H 0.08 1.31 -1.04  N5 0.961
16 H 0.84 1.17 1.21  C6 1.101
17 H 0.06 2.76 1.04  C6 1.064
18 H -1.97 1.51 1.84  O7 1.027



ORCA calculation (the ωB97M-V functional and the def2-TZVPD basis) on a 2-piece molecular cluster, C4H11NO2 overall in a non-equilibrium geometry.

HOMO   -0.3223 hartree
Net charge   0
Gap between HOMO and LUMO   9.245 eV
LUMO level   0.47 eV

Last columns: bonded neighbours and bond lengths (Å).
Positions of all 18 atoms, in Å:
1 C -1.70 -0.30 0.30  C2 1.489, O3 1.289
2 C -2.41 0.54 -0.70  C1 1.489, H7 1.092, H8 1.098, H9 1.089
3 O -2.12 -0.22 1.51  C1 1.289, H4 0.987
4 H -2.80 0.47 1.69  O3 0.987
5 H -0.34 -1.39 -0.12  O13 1.053
6 H 0.28 0.43 0.21  C11 1.137
7 H -3.07 -0.11 -1.27  C2 1.092
8 H -3.01 1.35 -0.25  C2 1.098
9 H -1.70 0.97 -1.40  C2 1.089
10 C 2.14 0.36 -0.93  C11 1.524, H16 1.088, H17 1.087, H18 1.087
11 C 1.19 -0.25 0.10  H6 1.137, C10 1.524, N12 1.448, O13 1.389
12 N 1.81 -0.30 1.40  C11 1.448, H14 1.014, H15 1.013
13 O 0.68 -1.46 -0.35  H5 1.053, C11 1.389
14 H 2.72 -0.75 1.33  N12 1.014
15 H 1.24 -0.84 2.03  N12 1.013
16 H 2.52 1.31 -0.57  C10 1.088
17 H 2.97 -0.32 -1.10  C10 1.087
18 H 1.62 0.50 -1.88  C10 1.087



ORCA calculation (the ωB97M-V functional and the def2-TZVPD basis) on a 2-piece molecular cluster, C4H11NO2 overall in a non-equilibrium geometry.

Structure (SMILES)   CCN(C)C=O.O
HOMO   -0.3467 hartree
Net charge   0
Gap between HOMO and LUMO   10.244 eV
LUMO level   0.81 eV

Last columns: bonded neighbours and bond lengths (Å).
Positions of all 18 atoms, in Å:
1 C -0.25 0.64 0.86  N2 1.356, O6 1.216, H7 1.101
2 N 0.36 0.56 -0.34  C1 1.356, C3 1.455, C5 1.448
3 C 0.23 1.69 -1.26  N2 1.455, C4 1.536, H8 1.092, H9 1.088
4 C -1.19 1.79 -1.83  C3 1.536, H10 1.085, H11 1.091, H12 1.084
5 C 0.93 -0.68 -0.82  N2 1.448, H13 1.096, H14 1.090, H15 1.085
6 O -0.37 -0.30 1.62  C1 1.216
7 H -0.47 1.70 1.11  C1 1.101
8 H 0.45 2.61 -0.72  C3 1.092
9 H 1.04 1.67 -1.99  C3 1.088
10 H -1.26 1.59 -2.90  C4 1.085
11 H -1.52 2.81 -1.63  C4 1.091
12 H -1.86 1.16 -1.26  C4 1.084
13 H 1.94 -0.45 -1.18  C5 1.096
14 H 0.40 -1.09 -1.68  C5 1.090
15 H 1.10 -1.36 0.01  C5 1.085
16 H 0.13 -2.25 2.20  O18 0.966
17 H -0.55 -3.47 1.65  O18 0.962
18 O 0.33 -3.12 1.84  H16 0.966, H17 0.962